Entry from the OMol25 dataset: one molecule with the formula C5H7P (the ωB97M-V functional and the def2-TZVPD basis).

Output
- E_tot: -535.96928 hartree
- SMILES string: [H]/P=C1/C=CCC1
- HOMO-LUMO gap: 8.3 eV
- Energy relative to the best compared isomer or geometry (same formula, charge and spin): 1.231 eV
- F_max: 4.4 eV/Å
- E_LUMO: 0.07 eV

Element x y z (Å)
H  -3.0184  -1.4328  -0.2379
P  -3.1015  -0.0830  -0.0271
C  -1.4418  0.2912  0.0880
C  -0.6977  1.5395  0.0447
C  0.6373  1.3374  -0.0113
C  1.1491  -0.0245  -0.1224
C  -0.1254  -0.8702  0.0990
H  -1.2854  2.5239  -0.0413
H  1.3355  2.2663  -0.0310
H  1.5079  -0.0706  -1.0751
H  1.8819  -0.1471  0.6549
H  -0.2916  -1.3217  1.0808
H  -0.1630  -1.5507  -0.8414